Formula: H2NaO
Source: the Open Molecules 2025 dataset
Level of theory: the ωB97M-V functional and the def2-TZVPD basis

Calculated values
- frontier orbital gap (eV) = 12.0
- M (g mol⁻¹) = 41.00
- LUMO (eV) = -5.14
- charge = +1

Cartesian coordinates (Å):
O  -0.2013  0.1150  -0.4720
Na  1.5758  0.3612  1.3428
H  -0.3026  -0.8056  -0.8045
H  -1.0718  0.3293  -0.0663